Record 1
C55H45B2BrCrF8N5OPS3 | the ωB97M-V functional and the def2-TZVPD basis

Atoms and positions in Å:
Cr 0.16132 -0.20082 -0.93961
F -5.00026 -7.33355 -4.78274
C -5.14266 -6.09517 -4.21058
C -5.62762 -5.99568 -2.89874
F -6.07568 -7.11542 -2.34065
C -5.65376 -4.72866 -2.29059
F -6.32327 -4.65441 -1.14203
C -4.97049 -3.64788 -2.78482
P -4.20296 -2.30242 -1.80649
C -3.56440 -3.20307 -0.41314
C -2.39910 -3.97624 -0.53395
C -1.97688 -4.76635 0.51438
C -2.63860 -4.84867 1.74263
C -3.81348 -4.10593 1.87096
C -4.20573 -3.22669 0.82230
C -5.68532 -1.39495 -1.28498
C -7.01708 -1.68409 -1.51497
C -8.01175 -0.88012 -0.89871
C -7.69339 0.19517 -0.11011
C -6.32770 0.49150 0.12716
C -5.34947 -0.26281 -0.46440
C -4.45686 -3.75831 -4.05964
Br -3.52889 -2.29159 -4.87713
C -4.54080 -4.97474 -4.72137
F -3.92834 -5.03474 -5.95656
H -1.75631 -3.91670 -1.42794
H -1.11200 -5.36839 0.35045
H -2.27992 -5.55076 2.46512
H -4.45463 -4.19925 2.73888
H -5.10913 -2.69193 0.96761
H -7.26895 -2.51806 -2.17980
H -9.00848 -1.24328 -1.05061
H -8.43886 0.77819 0.43874
H -6.12175 1.35728 0.75113
H -4.29400 0.03399 -0.32087
N 0.70001 -0.69082 0.63845
S 1.35429 -0.47422 2.02867
N 2.39674 0.69083 2.07597
S 3.24645 1.75479 1.23048
N 3.06561 2.20615 -0.31076
S 2.00790 2.26068 -1.45818
N 0.91704 1.20322 -1.45981
C 2.94411 2.21108 -2.95221
C 4.26676 1.71315 -3.07848
C 4.72356 1.24426 -4.27385
C 3.95733 1.47386 -5.40296
C 2.89732 2.34128 -5.33335
C 2.30433 2.63965 -4.10026
C 1.24543 3.81538 -1.46246
C 2.08569 4.94268 -1.58740
C 1.53367 6.21311 -1.48742
C 0.18442 6.39608 -1.15915
C -0.59278 5.26023 -0.89770
C -0.06992 3.97397 -1.08567
C 3.14020 3.25022 2.14593
C 2.09290 3.47197 3.03377
C 2.23546 4.47145 3.98461
C 3.34473 5.32010 3.99229
C 4.21519 5.24040 2.93986
C 4.06212 4.26199 1.96043
C 4.91444 1.13312 1.20193
C 5.93135 1.63593 2.06369
C 7.23475 1.13857 1.84456
C 7.50689 0.33063 0.76885
C 6.51458 -0.22585 -0.02250
C 5.18675 0.25370 0.17331
C 2.16309 -2.00179 2.43828
C 1.87030 -2.75043 3.59847
C 2.34482 -4.06337 3.70374
C 3.19642 -4.54686 2.72353
C 3.54080 -3.78871 1.60934
C 3.00346 -2.52795 1.45632
C 0.24138 -0.20065 3.40872
C -1.12575 -0.45951 3.35457
C -1.92014 0.18018 4.34527
C -1.36635 0.88676 5.40507
C 0.00825 0.96184 5.52099
C 0.79920 0.41159 4.52768
H 4.90776 1.61127 -2.16317
H 5.72080 0.80727 -4.41800
H 4.28742 1.02011 -6.33768
H 2.44544 2.78845 -6.23028
H 1.34969 3.17422 -4.02733
H 3.14582 4.78692 -1.85117
H 2.13468 7.07535 -1.54843
H -0.28356 7.37982 -1.08294
H -1.61778 5.38543 -0.51462
H -0.74156 3.11638 -0.86013
H 1.16575 2.89039 2.97884
H 1.46936 4.61634 4.72457
H 3.45531 6.08126 4.75878
H 5.06293 5.94444 2.90182
H 4.75890 4.14094 1.13760
H 5.72478 2.33549 2.85771
H 7.99129 1.60156 2.41951
H 8.55785 0.11718 0.58275
H 6.74057 -0.90784 -0.84625
H 4.42799 0.06067 -0.61560
H 1.27347 -2.41887 4.44117
H 2.04126 -4.74743 4.49483
H 3.58793 -5.57348 2.81142
H 4.07348 -4.26363 0.81409
H 3.30898 -1.92762 0.60374
H -1.58638 -1.04897 2.53308
H -3.00659 0.07485 4.29839
H -2.04800 1.47211 6.07065
H 0.44373 1.65160 6.20665
H 1.89606 0.49069 4.58985
O -2.79376 1.05455 -2.01128
H -2.62011 1.38509 -2.89767
H -3.34138 1.70144 -1.61256
B 0.81862 -3.42085 -3.96136
C 0.43924 -2.35319 -3.00292
N 0.27865 -1.45875 -2.23988
H 2.00485 -3.36587 -4.24670
H 0.17003 -3.08713 -4.97645
H 0.42645 -4.55721 -3.66256
F -2.79526 1.44609 1.04515
B -3.31618 2.77004 0.80827
F -2.26961 3.70166 0.82083
F -3.96935 2.82352 -0.49500
F -4.20514 3.18156 1.82072

Calculated values
E_LUMO (spin up / spin down), eV: -1.31 / -1.29
Frontier orbital gap (spin up / spin down), Eh: 0.1623 / 0.2174
2S+1: 5

=====

Record 2
C39H50AsCuGeN3O2Si3 | the ωB97M-V functional and the def2-TZVPD basis

Atoms and positions in Å:
Cu 0.68508 -0.41707 -0.93013
O -1.85920 1.34418 1.34452
C -0.86756 1.33145 0.65592
N 0.33713 0.69895 1.06378
C 0.05902 -0.34948 1.97208
O 0.52117 -0.42187 3.08063
C -0.78181 -1.47064 1.42312
C -1.49808 -2.28168 2.28365
C -2.20559 -3.34364 1.74447
C -2.14816 -3.56247 0.37742
C -1.39233 -2.70571 -0.40540
N -0.72784 -1.66810 0.10307
C -0.91843 1.92203 -0.72711
C -1.70449 3.03000 -0.99186
C -1.80106 3.46854 -2.30235
C -1.14096 2.76552 -3.29748
C -0.40099 1.64950 -2.94647
N -0.28336 1.24017 -1.68351
H -1.48841 -2.07136 3.34348
H -2.78763 -3.99564 2.38192
H -2.67438 -4.38678 -0.08272
H -1.30492 -2.85992 -1.47418
H -2.23403 3.51737 -0.18732
H -2.39410 4.34030 -2.54481
H -1.20060 3.06810 -4.33333
H 0.11704 1.05889 -3.69235
C 3.97177 4.24923 0.56364
Si 3.18102 2.68292 -0.09466
C 2.35795 3.07689 -1.73171
C 4.45790 1.35001 -0.41138
Ge 1.76246 1.98413 1.71721
Si 0.61003 3.69707 2.93966
C -0.56169 2.86465 4.13162
C -0.31502 4.90718 1.84830
C 1.94724 4.62858 3.86459
Si 3.20267 0.84244 3.28217
C 3.65225 -0.86454 2.65079
C 2.55556 0.78324 5.03316
C 4.75766 1.89901 3.34939
H 4.75398 4.58646 -0.12205
H 4.43105 4.10448 1.54290
H 3.23708 5.05367 0.64821
H 3.04865 3.69027 -2.31829
H 1.41877 3.62591 -1.63615
H 2.17219 2.15900 -2.29109
H 5.08280 1.62134 -1.26680
H 3.97053 0.40513 -0.66079
H 5.11377 1.17339 0.44072
H -1.34847 2.32172 3.60504
H -1.03613 3.61036 4.77578
H -0.03023 2.15527 4.76823
H -1.24626 4.47786 1.47725
H 0.27883 5.24092 0.99454
H -0.57628 5.78975 2.43868
H 2.49798 3.98836 4.55607
H 1.48374 5.42656 4.45119
H 2.66444 5.09347 3.18519
H 2.81066 -1.55449 2.72701
H 4.47223 -1.27129 3.24942
H 3.98807 -0.82681 1.61138
H 1.65984 0.17451 5.13191
H 2.34053 1.78576 5.40910
H 3.33531 0.36108 5.67443
H 5.28004 1.98181 2.39672
H 5.44842 1.44147 4.06427
H 4.54646 2.90883 3.71000
C 6.53960 -0.71065 -3.36898
C 6.31303 -1.75559 -2.48659
C 5.01414 -2.10771 -2.13686
C 3.94449 -1.40242 -2.66936
C 4.17221 -0.34875 -3.55161
C 5.46717 -0.00801 -3.90601
As 2.12073 -1.77733 -2.16033
C 1.30191 -2.15034 -3.87581
C 2.03368 -2.62239 -4.96150
C 1.39334 -2.90614 -6.15996
C 0.02216 -2.72390 -6.27951
C -0.71246 -2.25157 -5.20089
C -0.07145 -1.96126 -4.00440
C 2.21818 -3.52117 -1.32881
C 2.23597 -4.70298 -2.06133
C 2.28062 -5.92377 -1.40106
C 2.31336 -5.96665 -0.01407
C 2.29650 -4.78811 0.71964
C 2.24196 -3.56715 0.06280
H 7.55185 -0.44374 -3.64291
H 7.14745 -2.30603 -2.07194
H 4.84347 -2.93608 -1.45944
H 3.33827 0.20658 -3.96844
H 5.64181 0.80392 -4.60011
H 3.10440 -2.76329 -4.87554
H 1.96672 -3.27000 -7.00255
H -0.47332 -2.94769 -7.21503
H -1.78111 -2.10549 -5.29258
H -0.64510 -1.57565 -3.16651
H 2.20805 -4.67747 -3.14337
H 2.29089 -6.84326 -1.97161
H 2.35065 -6.92045 0.49598
H 2.32106 -4.81888 1.80147
H 2.21419 -2.64739 0.63827

Calculated values
E_LUMO, eV: -2.72
Frontier orbital gap, Eh: 0.2960
Total charge: +1

=====

Computed values of ΔE to the lowest compared entry with this formula, charge and spin (unit: eV) for the preceding records, in sequence: 4.1195 0.0000.